This record from OMol25 describes C22H18Cl4FO2Re as an isolated structure at a distorted geometry. The level of theory is ωB97M-V/def2-TZVPD.

Properties
* total energy: -82131.7328 eV
* molar mass: 661.40 g/mol
* frontier orbital gap (alpha / beta): 5.47 / 6.51 eV
* spin multiplicity: 2
* total charge: +1
* ΔE to the lowest compared entry with this formula, charge and spin: 29.6 kcal per mole

Geometry as XYZ:
```
48
Properties=species:S:1:pos:R:3:forces:R:3
Re 0.28379 -0.41742 0.83664 1.1 -1.5 0.6
C -0.12485 -3.89719 1.56868 0.0 0.0 -0.1
C 0.73503 -2.68228 1.72012 -0.5 0.1 0.3
C 0.41446 -1.73383 2.71429 0.1 0.1 0.2
C 1.23457 -0.57838 2.89272 -0.2 0.2 0.0
C 1.00958 0.31781 4.08275 0.0 -0.1 0.0
C 2.30786 -0.33707 1.98773 0.0 -0.1 0.4
C 2.59115 -1.25325 0.96357 0.0 0.6 0.0
C 3.68789 -0.95701 -0.01166 0.0 -0.1 -0.1
C 1.79645 -2.41366 0.84914 -0.1 0.0 -0.2
H -1.05221 -3.62694 1.05843 0.0 0.0 0.0
H -0.38698 -4.30001 2.54541 0.0 0.0 0.0
H 0.37552 -4.66687 0.98503 0.0 0.0 0.0
H -0.39181 -1.92801 3.40862 0.0 -0.1 0.0
H 0.15456 0.97891 3.96118 0.0 0.0 0.0
H 1.88962 0.92908 4.27250 0.0 0.0 0.0
H 0.82274 -0.29546 4.96347 0.0 0.0 0.0
H 2.93523 0.53389 2.12218 0.0 0.0 0.0
H 3.31395 -0.28776 -0.79011 0.0 0.0 0.0
H 4.04347 -1.86675 -0.49122 0.0 0.0 0.0
H 4.52154 -0.46521 0.48575 0.0 0.0 0.0
H 2.01932 -3.12120 0.06010 -0.1 0.1 -0.1
Cl -1.14924 0.36353 -5.73263 0.0 0.0 0.1
C -1.19930 -0.09145 -4.08713 0.2 0.1 -0.1
C -2.34208 -0.78603 -3.58627 -0.2 -0.1 0.1
Cl -3.62399 -1.15843 -4.65107 0.0 0.0 0.0
C -2.43097 -1.15627 -2.25910 0.0 0.0 -0.1
Cl -3.77706 -1.97754 -1.59752 0.0 0.0 0.0
C -1.36795 -0.81529 -1.41198 -0.2 -0.2 0.5
O -1.31330 -1.07889 -0.12326 -0.4 0.0 -0.6
C -0.24694 -0.14074 -1.90852 0.5 0.4 0.4
O 0.65459 0.13114 -0.98842 -0.1 0.2 -1.2
C -0.14510 0.22472 -3.25713 -0.1 0.0 -0.1
Cl 1.24293 1.07428 -3.77803 0.0 0.0 0.0
F -1.61210 4.29893 -3.20003 0.0 0.0 0.0
C -1.42325 3.60702 -2.06603 0.0 0.0 0.0
C -2.38828 2.70834 -1.66073 0.1 0.1 0.0
C -2.16893 1.98839 -0.49330 0.0 0.0 0.0
C -1.00690 2.16760 0.25645 -0.2 0.0 0.0
C -0.75238 1.30527 1.45597 -0.1 0.2 0.1
C -0.06554 3.10187 -0.17695 0.0 -0.1 0.0
C -0.26534 3.82596 -1.33721 0.0 0.0 0.0
H -3.28900 2.58239 -2.24633 0.0 0.0 0.0
H -2.92191 1.28414 -0.15825 0.0 0.0 0.0
H -1.70043 0.97045 1.88768 0.0 0.0 0.1
H -0.18381 1.82735 2.22486 0.0 0.1 -0.1
H 0.84189 3.25724 0.39508 0.0 0.0 0.0
H 0.45353 4.55465 -1.68549 0.0 0.0 0.0
```
Forces are in eV/Å.